No. 1
Entry from the OMol25 dataset: a molecular structure, C11H11ClFeO2 at a distorted geometry (ωB97M-V/def2-TZVPD).

Summary:
total charge	-2
<S²>	6.0189
frontier orbital gap (spin up / spin down)	5.376 / 5.351	eV
2S+1	5
highest occupied orbital energy (spin up / spin down)	0.656 / 0.656	eV

Each line ends with the Mulliken spin population.
CARTESIAN COORDINATES (ANGSTROEM)
1 C 1.60 0.87 -2.00  -0.040
2 C 0.33 0.36 -2.39  0.099
3 C 0.20 -0.99 -1.90  0.042
4 H -0.43 0.85 -2.99  -0.001
5 C 1.33 -1.28 -1.10  0.078
6 C 2.26 -0.19 -1.17  0.014
7 H 3.18 -0.09 -0.60  0.002
8 H 1.95 1.90 -2.11  0.008
9 H -0.63 -1.68 -2.13  -0.002
10 H 1.51 -2.25 -0.62  0.006
11 Fe 0.99 1.00 -0.01  3.613
12 Cl -0.12 2.88 0.00  0.106
13 C -1.94 0.33 1.82  -0.002
14 C -1.52 -1.04 1.80  -0.003
15 C -1.97 -1.62 0.55  0.002
16 H -0.86 -1.49 2.53  0.003
17 C -2.64 -0.63 -0.18  -0.002
18 C -2.65 0.59 0.61  0.008
19 H -2.95 1.59 0.27  0.000
20 H -1.66 1.08 2.54  -0.001
21 H -1.64 -2.58 0.19  -0.001
22 H -2.91 -0.66 -1.24  -0.001
23 O 2.91 1.45 1.26  0.040
24 C 2.16 0.79 2.04  -0.013
25 O 1.14 0.10 1.73  0.044
26 H 2.37 0.69 3.09  0.001

***

No. 2
Entry from the OMol25 dataset: a molecular structure, C11H11F4MnN2O at a distorted geometry (ωB97M-V/def2-TZVPD).

Summary:
total charge	+1
<S²>	8.7819
frontier orbital gap (spin up / spin down)	6.917 / 5.381	eV
2S+1	6
highest occupied orbital energy (spin up / spin down)	-11.454 / -11.484	eV

Each line ends with the Mulliken spin population.
CARTESIAN COORDINATES (ANGSTROEM)
1 Mn 8.64 5.66 4.34  4.606
2 C 6.31 5.59 2.74  0.017
3 N 6.64 6.00 4.11  -0.014
4 C 5.83 5.27 5.11  0.016
5 C 6.64 7.46 4.38  0.015
6 C 7.81 8.30 3.81  -0.019
7 N 8.99 7.48 3.67  0.210
8 C 10.21 8.04 3.48  0.018
9 C 11.42 7.27 3.56  0.003
10 F 11.38 5.93 3.89  0.002
11 C 12.69 7.81 3.41  -0.017
12 F 13.71 6.95 3.54  -0.001
13 C 12.89 9.12 3.11  0.043
14 C 11.75 9.88 2.95  -0.018
15 F 11.89 11.14 2.49  -0.001
16 C 10.46 9.40 3.12  0.042
17 F 9.39 10.24 2.96  0.001
18 H 5.37 6.04 2.40  0.003
19 H 6.23 4.49 2.75  -0.001
20 H 7.14 5.90 2.09  0.015
21 H 4.75 5.38 4.93  0.011
22 H 6.04 5.66 6.11  0.003
23 H 6.10 4.20 5.06  0.019
24 H 6.65 7.57 5.48  -0.004
25 H 5.67 7.90 4.04  0.008
26 H 7.95 9.16 4.48  0.000
27 H 7.52 8.69 2.81  0.002
28 H 13.88 9.53 3.06  0.002
29 O 9.43 3.83 6.37  0.172
30 C 9.34 4.39 5.35  -0.131

***

No. 3
Entry from the OMol25 dataset: a gas-phase ion, C11H11F9N3O4S (charge +1) (ωB97M-V/def2-TZVPD).

Summary:
relative energy (zero: lowest compared OMol25 entry of this formula, charge and spin)	0.000	eV
total charge	+1
frontier orbital gap	10.136	eV
highest occupied orbital energy	-13.975	eV
SMILES	CC(=O)OCCCc1nn(S(=O)(=O)C(F)(F)C(F)(F)C(F)(F)C(F)(F)F)c[nH+]1

Each line ends with the Mulliken charge.
CARTESIAN COORDINATES (ANGSTROEM)
1 C 0.26 -1.00 3.19  -0.915
2 C -1.15 -0.72 2.76  0.783
3 O -1.62 0.40 2.68  -0.537
4 O -1.90 -1.83 2.48  -0.428
5 C -1.97 -2.10 1.07  -0.054
6 C -3.07 -1.25 0.42  -0.872
7 C -2.67 -0.58 -0.92  -0.575
8 C -1.81 0.61 -0.66  0.018
9 N -0.64 0.85 -1.18  -0.485
10 N -0.23 2.01 -0.61  0.260
11 S 1.22 2.92 -0.99  1.206
12 O 1.35 3.71 0.18  -0.621
13 O 1.08 3.44 -2.30  -0.567
14 C 2.63 1.67 -0.94  0.344
15 F 3.64 2.52 -1.06  -0.219
16 F 2.64 1.13 0.27  -0.212
17 C 2.71 0.58 -2.09  0.793
18 F 1.63 0.70 -2.87  -0.239
19 F 3.80 0.86 -2.79  -0.288
20 C 2.88 -0.91 -1.65  0.517
21 F 3.21 -1.58 -2.76  -0.278
22 F 3.90 -0.95 -0.78  -0.271
23 C 1.69 -1.69 -1.04  0.675
24 F 1.28 -1.12 0.11  -0.164
25 F 2.07 -2.93 -0.77  -0.252
26 F 0.66 -1.73 -1.88  -0.243
27 C -1.12 2.47 0.26  0.019
28 N -2.12 1.61 0.23  0.126
29 H 0.30 -0.90 4.28  0.394
30 H 0.59 -2.00 2.92  0.311
31 H 0.92 -0.24 2.77  0.204
32 H -2.19 -3.16 0.96  0.430
33 H -0.98 -1.94 0.62  -0.160
34 H -3.97 -1.85 0.27  0.406
35 H -3.34 -0.49 1.14  0.445
36 H -2.11 -1.26 -1.56  0.239
37 H -3.57 -0.28 -1.46  0.403
38 H -1.06 3.37 0.87  0.491
39 H -2.95 1.67 0.81  0.314

***

No. 4
Entry from the OMol25 dataset: a molecular structure, C11H11FN2S at a distorted geometry (ωB97M-V/def2-TZVPD).

Summary:
relative energy (zero: lowest compared OMol25 entry of this formula, charge and spin)	0.000	eV
frontier orbital gap	7.659	eV
highest occupied orbital energy	-8.220	eV

Each line ends with the Mulliken charge.
CARTESIAN COORDINATES (ANGSTROEM)
1 C 0.10 -2.95 0.22  -0.893
2 C -0.20 -1.64 0.12  -0.468
3 C 0.74 -0.52 0.03  0.583
4 C 0.34 0.77 0.28  0.802
5 C -1.09 1.16 0.58  -1.016
6 C -2.12 0.78 -0.51  -0.821
7 C -3.47 0.34 0.05  -0.448
8 F -3.31 -0.49 1.17  -0.294
9 C 1.29 1.85 0.26  -0.928
10 C 2.60 1.70 -0.04  -0.828
11 C 3.05 0.39 -0.34  0.610
12 N 4.29 0.03 -0.68  -0.727
13 S 4.26 -1.56 -0.89  0.141
14 N 2.72 -1.87 -0.57  -0.504
15 C 2.13 -0.70 -0.30  1.007
16 H -0.59 -3.57 0.78  0.249
17 H 0.94 -3.42 -0.26  0.320
18 H -1.26 -1.41 0.15  0.174
19 H -1.39 0.80 1.57  0.419
20 H -1.12 2.25 0.64  0.416
21 H -2.33 1.66 -1.12  0.413
22 H -1.72 0.04 -1.20  0.465
23 H -4.01 -0.25 -0.69  0.287
24 H -4.05 1.21 0.34  0.338
25 H 0.92 2.85 0.48  0.297
26 H 3.27 2.55 -0.07  0.406

***

No. 5
Entry from the OMol25 dataset: a molecular structure, C11H11FeN3O5SSbSe4 at a distorted geometry (ωB97M-V/def2-TZVPD).

Summary:
total charge	-2
<S²>	9.0179
frontier orbital gap (spin up / spin down)	6.858 / 5.404	eV
2S+1	6
highest occupied orbital energy (spin up / spin down)	-2.871 / -2.892	eV

Each line ends with the Mulliken spin population.
CARTESIAN COORDINATES (ANGSTROEM)
1 Fe -0.69 -2.57 0.10  3.822
2 C 2.40 0.53 0.70  0.004
3 C 1.13 -0.26 0.58  -0.012
4 N 1.06 -1.53 0.58  0.049
5 O 2.22 -2.28 0.74  0.001
6 C -1.39 -0.27 0.05  -0.082
7 C -2.63 0.60 -0.04  -0.007
8 N -1.67 -1.31 1.19  -0.275
9 O -2.46 -2.23 0.73  -0.046
10 H 3.22 0.01 1.20  -0.001
11 H 2.20 1.43 1.29  -0.001
12 H 2.74 0.82 -0.29  0.000
13 H 2.93 -1.66 0.95  0.001
14 H -2.57 1.22 -0.94  -0.003
15 H -2.73 1.23 0.85  -0.001
16 H -3.50 -0.06 -0.12  0.002
17 O -1.27 3.21 2.78  0.000
18 S -0.17 2.54 2.11  0.000
19 O 1.14 2.96 2.62  0.000
20 N -0.35 1.01 1.94  -0.003
21 C -0.17 0.56 0.57  0.055
22 O -1.07 -0.99 -1.08  0.160
23 C -0.01 1.78 -0.33  0.001
24 C 0.19 1.81 -1.71  0.001
25 C 0.25 3.04 -2.34  0.000
26 C 0.12 4.23 -1.61  0.000
27 C -0.07 4.19 -0.24  0.000
28 C -0.13 2.95 0.38  0.001
29 H 0.26 0.88 -2.26  -0.002
30 H 0.41 3.09 -3.41  0.000
31 H 0.16 5.18 -2.12  0.000
32 H -0.16 5.10 0.35  0.000
33 Se -1.80 -8.08 -1.81  0.076
34 Sb 0.14 -7.09 -0.80  -0.037
35 Se -0.28 -4.64 -0.38  0.274
36 Se 0.28 -8.10 1.49  0.951
37 Se 2.32 -7.35 -1.75  0.072

***

No. 6
Entry from the OMol25 dataset: C11H11N3O in the gas phase at a distorted geometry (ωB97M-V/def2-TZVPD).

Summary:
relative energy (zero: lowest compared OMol25 entry of this formula, charge and spin)	1.131	eV
<S²>	2.0385
frontier orbital gap (spin up / spin down)	6.105 / 6.513	eV
2S+1	3
highest occupied orbital energy (spin up / spin down)	-5.096 / -9.187	eV

Each line ends with the Mulliken spin population.
CARTESIAN COORDINATES (ANGSTROEM)
1 C -2.28 -3.37 -0.96  0.007
2 C -2.11 -2.22 -0.59  0.000
3 C 3.91 0.74 -0.44  0.459
4 C 4.12 -0.37 0.50  -0.087
5 C 2.69 1.10 -0.95  0.540
6 C 3.04 -0.96 1.01  0.441
7 C 1.60 0.33 -0.46  -0.017
8 C 1.70 -0.69 0.55  0.046
9 C -2.37 2.12 0.52  0.003
10 C -3.25 0.90 0.47  0.000
11 C -1.84 -0.86 -0.36  -0.012
12 N 0.32 0.28 -0.86  0.247
13 N 0.51 -1.27 0.66  0.134
14 N -0.24 -0.62 -0.14  0.156
15 O -2.56 -0.30 0.75  0.006
16 H -2.62 -4.39 -1.07  0.000
17 H 4.74 1.30 -0.74  0.039
18 H 5.03 -0.47 1.01  0.007
19 H 2.52 1.86 -1.65  0.016
20 H 3.34 -1.69 1.72  0.018
21 H -1.94 2.20 1.49  -0.001
22 H -1.72 2.04 -0.31  -0.003
23 H -2.95 2.93 0.41  0.000
24 H -3.78 0.72 -0.55  0.000
25 H -4.04 0.90 1.23  0.000
26 H -1.84 -0.23 -1.21  -0.001

***

| no. | calculated total energy (eV) |
| --- | --- |
| 1 | -62589.2446 |
| 2 | -58794.1933 |
| 3 | -59530.0886 |
| 4 | -28117.0697 |
| 5 | -339436.9864 |
| 6 | -18094.8726 |